{
  "formula": "C21H18N6OSbTi",
  "method": "ωB97M-V/def2-TZVPD",
  "mol_weight_g_mol": 540.04,
  "homo_energy_ha": -0.7078,
  "charge": 3,
  "energy_ha": -2303.436664,
  "species": ["Ti", "C", "C", "C", "C", "C", "C", "N", "Sb", "C", "C", "C", "C", "C", "C", "N", "C", "C", "C", "C", "C", "C", "N", "H", "H", "H", "H", "H", "H", "H", "H", "H", "H", "H", "H", "H", "H", "H", "H", "H", "H", "O", "N", "C", "C", "N", "C", "N"],
  "positions_angstrom": [[-15.079, 1.969, 6.977], [-17.001, 3.424, 9.756], [-17.169, 2.041, 9.345], [-17.848, 1.108, 10.070], [-17.709, -0.252, 9.746], [-17.108, -0.699, 8.555], [-16.630, 0.316, 7.742], [-16.590, 1.593, 8.179], [-16.534, -0.282, 5.622], [-16.987, 1.745, 4.976], [-17.997, 1.940, 3.987], [-18.399, 3.260, 3.775], [-17.749, 4.286, 4.452], [-16.761, 4.085, 5.379], [-16.113, 5.175, 6.175], [-16.343, 2.771, 5.611], [-14.383, -0.045, 5.468], [-13.714, -0.692, 4.502], [-12.358, -0.948, 4.712], [-11.687, -0.394, 5.823], [-12.385, 0.372, 6.710], [-11.644, 0.819, 7.975], [-13.707, 0.529, 6.534], [-17.177, 3.921, 8.802], [-15.966, 3.639, 10.041], [-17.711, 3.654, 10.552], [-18.480, 1.447, 10.873], [-17.944, -0.982, 10.528], [-17.043, -1.737, 8.297], [-18.443, 1.092, 3.521], [-19.085, 3.472, 2.996], [-18.081, 5.290, 4.169], [-16.813, 5.803, 6.668], [-15.476, 5.736, 5.455], [-15.490, 4.740, 6.924], [-14.201, -1.231, 3.719], [-11.898, -1.656, 4.000], [-10.661, -0.660, 6.062], [-11.467, -0.126, 8.555], [-12.214, 1.557, 8.578], [-10.661, 1.210, 7.624], [-14.328, 3.344, 7.978], [-13.473, 3.402, 6.878], [-12.384, 4.023, 6.944], [-11.573, 3.713, 5.810], [-10.840, 3.364, 4.997], [-11.949, 4.865, 7.965], [-11.532, 5.585, 8.778]],
  "lowdin_charge": [1.134, 0.034, -0.253, 0.064, 0.067, -0.046, -0.436, -0.051, 1.709, -0.390, -0.026, 0.041, 0.035, -0.220, 0.017, -0.054, -0.429, -0.077, 0.068, 0.041, -0.290, 0.021, -0.056, 0.095, 0.116, 0.124, 0.150, 0.154, 0.118, 0.108, 0.135, 0.158, 0.103, 0.136, 0.027, 0.121, 0.157, 0.153, 0.131, 0.082, 0.115, -0.199, -0.022, -0.263, -0.110, 0.274, -0.079, 0.309]
}

=====

{
  "formula": "C6H8NO",
  "method": "ωB97M-V/def2-TZVPD",
  "spin_multiplicity": 3,
  "relative_energy_kj_mol": 69.7,
  "mol_weight_g_mol": 110.14,
  "homo_energy_ha": [-0.4250, -0.5661],
  "charge": 1,
  "energy_ha": -362.958369,
  "species": ["C", "C", "C", "C", "C", "C", "N", "O", "H", "H", "H", "H", "H", "H", "H", "H"],
  "positions_angstrom": [[-1.557, 1.014, -1.118], [-0.175, -1.121, -0.851], [-1.109, -0.192, -1.624], [1.064, -0.344, -1.126], [0.639, -0.156, 1.040], [0.847, 0.212, 2.458], [1.450, 0.269, -0.009], [-0.363, -0.933, 0.557], [-1.288, 1.445, -0.248], [-2.133, 1.636, -1.708], [-0.313, -2.088, -1.224], [-1.322, -0.626, -2.627], [1.647, -0.181, -2.048], [1.862, 0.337, 2.508], [0.434, -0.463, 3.254], [0.317, 1.192, 2.767]],
  "lowdin_charge": [0.243, -0.229, 0.113, -0.065, -0.270, 0.029, 0.171, 0.070, 0.067, 0.086, 0.152, 0.167, 0.150, 0.059, 0.121, 0.138]
}

=====

{
  "formula": "C19H23N3O4",
  "method": "ωB97M-V/def2-TZVPD",
  "relative_energy_kj_mol": 263.3,
  "mol_weight_g_mol": 357.41,
  "homo_energy_ha": -0.2983,
  "charge": 0,
  "smiles": "CCOc1ccccc1NC(=O)NNC(=O)COc1cccc(C)c1C",
  "energy_ha": -1203.065109,
  "species": ["C", "C", "O", "C", "C", "C", "C", "C", "C", "N", "C", "O", "N", "N", "C", "O", "C", "O", "C", "C", "C", "C", "C", "C", "C", "C", "H", "H", "H", "H", "H", "H", "H", "H", "H", "H", "H", "H", "H", "H", "H", "H", "H", "H", "H", "H", "H", "H", "H"],
  "positions_angstrom": [[-2.858, -1.788, 2.627], [-1.804, -1.970, 1.539], [-1.345, -0.743, 1.013], [-2.173, -0.006, 0.201], [-3.359, -0.443, -0.361], [-4.107, 0.409, -1.160], [-3.681, 1.701, -1.398], [-2.488, 2.149, -0.856], [-1.729, 1.304, -0.066], [-0.491, 1.659, 0.474], [0.010, 2.906, 0.680], [-0.561, 3.952, 0.495], [1.295, 2.881, 1.250], [2.148, 1.815, 0.970], [2.890, 1.764, -0.165], [2.955, 2.672, -0.960], [3.653, 0.447, -0.318], [3.009, -0.659, 0.266], [1.921, -1.196, -0.398], [1.193, -0.497, -1.350], [0.100, -1.093, -1.953], [-0.256, -2.384, -1.621], [0.470, -3.099, -0.677], [0.090, -4.511, -0.346], [1.563, -2.504, -0.049], [2.357, -3.254, 0.978], [-2.460, -1.171, 3.430], [-3.139, -2.756, 3.031], [-3.744, -1.300, 2.228], [-2.175, -2.619, 0.738], [-0.906, -2.428, 1.962], [-3.718, -1.445, -0.185], [-5.032, 0.053, -1.589], [-4.271, 2.364, -2.011], [-2.141, 3.154, -1.030], [0.028, 0.864, 0.820], [1.750, 3.788, 1.192], [2.184, 1.057, 1.640], [3.852, 0.287, -1.384], [4.611, 0.540, 0.205], [1.461, 0.510, -1.629], [-0.473, -0.540, -2.682], [-1.107, -2.846, -2.102], [-0.815, -4.798, -0.874], [0.887, -5.195, -0.636], [-0.076, -4.633, 0.723], [2.707, -4.201, 0.572], [3.215, -2.668, 1.293], [1.745, -3.473, 1.853]],
  "lowdin_charge": [-0.052, -0.248, -0.067, -0.214, -0.029, -0.091, -0.087, -0.004, -0.153, 0.164, -0.512, 0.088, 0.087, 0.059, -0.480, 0.095, -0.096, -0.068, -0.207, -0.018, -0.065, -0.055, -0.249, -0.046, -0.162, -0.020, 0.082, 0.079, 0.070, 0.112, 0.119, 0.109, 0.101, 0.102, 0.108, 0.126, 0.151, 0.157, 0.146, 0.144, 0.110, 0.116, 0.113, 0.079, 0.086, 0.076, 0.086, 0.076, 0.083]
}